A 9-piece molecular cluster, C51H99NO19P overall in a non-equilibrium geometry, computed with the ωB97M-V functional and the def2-TZVPD basis.

Structure (XYZ):
```
171
Properties=species:S:1:pos:R:3:forces:R:3
C -1.1501 3.5685 4.1680 0.2 0.0 -0.3
C 0.3330 2.8326 3.9354 -0.8 -0.2 -0.3
C 0.9491 3.2944 2.4507 -0.5 -1.2 0.8
C -0.0281 2.5934 1.2993 -0.8 -0.5 0.9
O -1.0882 3.4804 0.8021 2.1 -1.2 1.1
P -0.5069 4.6938 -0.2921 0.3 0.7 -1.1
C -1.0268 3.6589 -1.8459 0.1 -0.5 -2.0
N -1.6765 2.3364 -1.4973 0.6 -0.9 -2.1
C 0.2277 6.0567 -1.4748 0.9 1.4 -1.4
C 1.7255 5.6903 -2.0303 0.3 0.7 -0.8
C 2.8971 5.8122 -0.8883 -0.7 -1.8 1.1
C 3.8104 4.4170 -0.9846 4.8 -0.6 -1.6
O 5.0517 4.4241 -1.4960 -7.2 -0.1 2.8
O 3.2603 3.0959 -0.5426 1.4 2.7 -2.1
C 3.6492 2.0641 -1.5311 0.1 -1.3 -1.2
C 2.8820 0.6199 -1.3337 -0.2 -0.4 -0.6
C -2.1244 5.6982 -0.2906 -2.3 1.4 0.5
C -3.2873 5.1863 0.7371 -1.7 0.6 -0.6
C -4.1981 3.9160 0.1476 -1.2 -2.9 -0.2
C -4.6736 3.7515 -1.4119 -1.0 -3.3 3.6
C -5.5379 2.3721 -1.7950 1.1 0.3 3.2
C -5.9093 1.1973 -0.6735 2.0 3.0 1.2
C -5.4344 1.3759 0.8929 1.3 3.9 -3.1
C -4.5879 2.7415 1.2594 -1.3 -0.8 -3.4
H -1.2596 3.9084 5.2832 0.1 -0.7 -2.1
H -2.0514 2.8478 3.8705 2.0 1.5 0.7
H -1.2388 4.5048 3.4645 0.2 -1.8 1.4
H 0.0928 1.6668 3.9698 0.8 2.4 -0.2
H 1.0681 3.0420 4.8211 -1.4 -0.2 -1.7
H 2.0507 2.8665 2.3227 -2.2 1.1 0.3
H 0.9065 4.4636 2.4512 0.2 -2.3 -0.4
H -0.5851 1.7113 1.8800 1.0 1.8 -1.3
H 0.5907 2.0456 0.4483 -1.1 1.5 1.5
H 0.7908 4.0697 -0.3296 0.2 -0.3 0.0
H -0.0413 5.5304 0.8040 0.0 0.1 0.5
H -0.0459 3.4487 -2.4902 -1.8 0.6 1.1
H -1.7613 4.2254 -2.5615 1.3 -0.8 1.3
H -0.8886 1.6283 -1.5431 -1.4 0.9 0.3
H -2.3126 2.0627 -2.3070 1.1 0.4 1.3
H 0.3030 7.1020 -0.9143 -0.1 -2.0 -1.1
H -0.4795 6.2497 -2.4015 1.5 -0.4 1.6
H 1.8040 4.6103 -2.4916 -0.5 2.1 0.9
H 2.0117 6.4542 -2.9014 -0.5 -1.7 1.7
H 2.3525 5.7603 0.1715 1.2 0.2 -2.2
H 3.5530 6.7847 -0.9740 -1.1 -2.3 0.1
H 3.3014 2.4800 -2.5866 1.0 -0.9 2.1
H 4.8157 1.8227 -1.5101 -2.5 0.9 -0.1
H 3.4983 -0.1639 -0.6875 -1.3 1.9 -1.1
H 2.8051 0.1325 -2.4201 0.3 1.2 2.4
H 1.7792 0.7081 -0.9380 2.3 0.0 -0.6
H -1.8559 6.8143 0.0386 -0.5 -2.3 -0.6
H -2.6323 5.8233 -1.3630 1.1 -0.4 2.2
H -4.0696 6.0850 0.8218 1.4 -1.8 -0.1
H -2.9243 5.0026 1.8491 -0.6 0.0 -2.6
H -4.3994 4.5769 -2.2024 -0.7 -2.0 1.7
H -5.8670 2.2010 -2.9245 0.8 0.4 2.7
H -6.4980 0.2053 -0.9771 1.4 2.5 0.6
H -5.6386 0.6225 1.7661 0.4 1.5 -2.2
H -4.2338 2.8775 2.3755 -0.7 -0.2 -2.6
O -4.3197 -0.4272 3.3123 -0.6 -2.3 0.7
C -4.5465 -1.5269 3.8151 0.3 1.8 -0.6
O -5.2124 -2.4720 3.1222 0.2 0.2 -0.5
C -5.3522 -3.8433 3.5399 0.0 -0.1 0.2
C -6.5356 -4.0071 4.4720 -0.2 0.2 0.2
C -4.1655 -1.8028 5.2408 0.7 -0.2 0.2
H -4.4194 -4.2218 3.9705 -0.2 0.1 0.0
H -5.5299 -4.4274 2.6291 0.1 0.4 0.1
H -6.4055 -3.4310 5.3929 0.1 -0.1 -0.1
H -6.6745 -5.0583 4.7385 0.0 0.1 -0.1
H -7.4513 -3.6401 3.9966 0.2 -0.1 0.0
H -4.9572 -1.4396 5.9013 0.1 -0.1 -0.1
H -3.2369 -1.2675 5.4635 -0.3 0.1 -0.1
H -3.9654 -2.8522 5.4457 -0.3 -0.1 0.1
O -2.7868 -6.0316 3.9100 1.2 1.2 -1.1
C -1.9608 -5.2282 3.4789 -0.6 -1.1 0.3
O -1.7298 -5.1283 2.1547 -0.8 -0.3 0.4
C -0.9389 -4.0931 1.5402 0.5 0.3 -0.1
C 0.5311 -4.4606 1.5448 -0.2 -0.2 0.5
C -1.1312 -4.4104 4.4260 -0.2 0.6 0.3
H -1.1330 -3.1205 2.0041 0.0 -0.2 0.0
H -1.2854 -4.0140 0.5030 -0.1 -0.2 0.3
H 0.9180 -4.5607 2.5632 -0.1 0.2 0.0
H 1.1205 -3.7010 1.0242 -0.2 -0.2 0.1
H 0.6862 -5.4260 1.0517 -0.2 0.5 0.2
H -0.2627 -4.9952 4.7402 -0.1 0.1 -0.1
H -1.7396 -4.1693 5.3036 0.1 -0.3 -0.1
H -0.8061 -3.4578 4.0134 0.2 -0.1 -0.1
O 2.6591 2.2334 6.9200 2.1 0.6 -1.0
C 3.7801 2.5885 6.5584 -1.7 -0.7 0.6
O 4.1438 2.4931 5.2641 -0.4 0.1 -0.1
C 5.3463 3.0606 4.7105 0.1 -0.1 0.0
C 6.5186 2.1156 4.8802 0.1 -0.2 0.2
C 4.7926 3.0488 7.5668 0.1 0.7 0.3
H 5.5412 4.0547 5.1260 0.0 -0.2 0.1
H 5.1554 3.2062 3.6407 -0.3 -0.1 0.3
H 6.7388 1.9327 5.9362 0.0 0.1 -0.1
H 7.4151 2.5235 4.4057 -0.1 0.0 0.0
H 6.2941 1.1423 4.4313 0.0 0.2 0.0
H 5.3038 2.1782 7.9862 0.0 0.1 -0.1
H 4.2699 3.5802 8.3685 0.0 -0.3 -0.1
H 5.5226 3.7490 7.1667 0.2 -0.2 -0.1
O -9.2013 -7.5778 -0.4736 2.1 0.1 0.1
C -7.9958 -7.4279 -0.6683 -1.5 0.1 0.0
O -7.1160 -7.5732 0.3424 -0.4 -0.4 0.3
C -5.6856 -7.6157 0.1793 0.2 0.2 0.0
C -5.1009 -6.2179 0.1650 -0.1 0.2 -0.1
C -7.4927 -6.9917 -2.0139 0.0 -0.6 -0.2
H -5.4062 -8.1998 -0.7036 -0.1 0.1 0.0
H -5.2917 -8.1601 1.0457 -0.4 0.1 -0.1
H -5.4760 -5.6331 -0.6801 0.1 -0.1 0.0
H -4.0101 -6.2563 0.1018 -0.1 0.0 0.1
H -5.3823 -5.6756 1.0739 0.1 -0.2 -0.1
H -7.5460 -5.9020 -2.0817 0.0 -0.2 -0.1
H -8.1326 -7.4323 -2.7852 0.3 0.4 0.5
H -6.4814 -7.3268 -2.2334 0.1 0.2 0.1
O 4.3488 -0.3199 -4.1853 2.5 0.1 0.0
C 5.5542 -0.1700 -4.3800 -2.0 0.1 0.1
O 6.4340 -0.3153 -3.3692 -0.2 -0.5 0.3
C 7.8645 -0.3578 -3.5323 0.1 0.2 0.0
C 8.4492 1.0400 -3.5466 -0.1 0.3 -0.1
C 6.0573 0.2662 -5.7256 0.1 -0.4 -0.5
H 8.1438 -0.9420 -4.4153 -0.1 0.1 0.0
H 8.2584 -0.9022 -2.6660 -0.4 0.1 -0.1
H 8.0741 1.6247 -4.3918 0.1 -0.1 0.1
H 9.5400 1.0015 -3.6098 -0.1 0.0 0.0
H 8.1678 1.5823 -2.6378 0.1 -0.2 -0.1
H 6.0040 1.3559 -5.7934 0.0 -0.1 0.0
H 5.4175 -0.1744 -6.4969 -0.1 0.3 0.3
H 7.0687 -0.0689 -5.9451 0.1 0.2 0.1
O 1.9488 -5.1315 -0.6155 2.9 -0.1 -0.5
C 3.1542 -4.9817 -0.8102 -1.8 0.0 -0.1
O 4.0340 -5.1270 0.2005 -0.3 -0.4 0.3
C 5.4645 -5.1695 0.0374 0.1 0.2 0.0
C 6.0492 -3.7717 0.0231 -0.1 0.3 -0.1
C 3.6573 -4.5454 -2.1559 0.1 -0.4 -0.5
H 5.7438 -5.7536 -0.8455 -0.1 0.1 0.0
H 5.8584 -5.7139 0.9038 -0.4 0.0 -0.1
H 5.6741 -3.1869 -0.8220 0.1 -0.1 0.0
H 7.1400 -3.8101 -0.0401 -0.1 0.0 0.0
H 5.7678 -3.2293 0.9319 0.1 -0.2 -0.1
H 3.6040 -3.4557 -2.2236 0.0 -0.1 0.0
H 3.0175 -4.9860 -2.9271 -0.1 0.3 0.3
H 4.6687 -4.8806 -2.3753 0.1 0.2 0.1
O -7.9466 -6.4089 -4.7979 -1.8 -0.7 -1.7
C -8.9767 -6.8188 -5.3312 1.3 0.8 1.0
O -9.0958 -6.8269 -6.6738 0.5 -0.1 -0.2
C -10.1678 -7.4647 -7.3940 -0.1 0.1 0.0
C -11.3631 -6.5413 -7.5146 -0.1 0.2 0.2
C -10.1525 -7.2317 -4.4938 -0.1 -0.6 0.2
H -10.4236 -8.4310 -6.9470 0.0 0.2 0.1
H -9.7804 -7.6822 -8.3963 0.2 0.1 0.3
H -11.7773 -6.2885 -6.5340 0.0 -0.1 -0.1
H -12.1512 -7.0060 -8.1133 0.1 0.0 0.0
H -11.0719 -5.5973 -7.9873 0.0 -0.2 0.0
H -10.7434 -6.3469 -4.2428 0.1 -0.1 0.0
H -9.7804 -7.6897 -3.5718 -0.2 0.3 -0.1
H -10.7869 -7.9781 -4.9668 -0.1 0.2 -0.1
O 10.4917 9.4456 -1.0669 -1.8 -1.2 0.3
C 9.3769 8.9416 -0.9382 1.5 0.6 -0.4
O 9.2441 7.6142 -0.7454 0.7 0.3 0.3
C 8.0112 6.9610 -0.3878 -0.3 -0.1 -0.3
C 7.1912 6.6403 -1.6209 -0.1 0.2 0.0
C 8.1420 9.7828 -1.0845 -0.3 0.4 0.5
H 7.4535 7.5472 0.3500 0.1 0.1 -0.2
H 8.2904 6.0250 0.1103 0.2 0.3 -0.1
H 6.8983 7.5479 -2.1570 0.0 0.0 0.1
H 6.2854 6.0911 -1.3502 0.2 0.0 -0.1
H 7.7745 6.0339 -2.3219 -0.1 0.0 0.2
H 7.8837 9.8611 -2.1438 0.0 0.0 0.1
H 8.3521 10.7822 -0.6903 0.1 -0.2 -0.3
H 7.2886 9.4100 -0.5223 -0.1 -0.1 -0.2
```
Forces are in eV/Å.

Gap between HOMO and LUMO in eV: 5.267
Spin multiplicity: 1
Net charge: -1
LUMO level in eV: 1.55
Electronic energy in a.u.: -3827.72449

Atomic partial charges in e from the Mulliken method, atoms 1 to 99: number 1, C, carries -0.42; number 2, C, carries -0.25; number 3, C, carries 0.02; number 4, C, carries 0.37; number 5, O, carries -0.16; number 6, P, carries 1.56; number 7, C, carries -0.95; number 8, N, carries -0.37; number 9, C, carries -0.89; number 10, C, carries -0.18; number 11, C, carries -0.14; number 12, C, carries 0.22; number 13, O, carries -0.72; number 14, O, carries -0.03; number 15, C, carries -0.07; number 16, C, carries -0.73; number 17, C, carries -1.07; number 18, C, carries -0.25; number 19, C, carries 0.51; number 20, C, carries -0.31; number 21, C, carries -0.39; number 22, C, carries -0.40; number 23, C, carries -0.18; number 24, C, carries -0.40; number 25, H, carries 0.36; number 26, H, carries -0.04; number 27, H, carries 0.08; number 28, H, carries 0.27; number 29, H, carries -0.05; number 30, H, carries -0.08; number 31, H, carries 0.25; number 32, H, carries 0.20; number 33, H, carries -0.74; number 34, H, carries -0.91; number 35, H, carries -0.06; number 36, H, carries 0.08; number 37, H, carries 0.27; number 38, H, carries 0.15; number 39, H, carries 0.26; number 40, H, carries 0.31; number 41, H, carries 0.25; number 42, H, carries -0.04; number 43, H, carries 0.35; number 44, H, carries 0.19; number 45, H, carries 0.29; number 46, H, carries 0.25; number 47, H, carries 0.00; number 48, H, carries 0.18; number 49, H, carries 0.23; number 50, H, carries 0.21; number 51, H, carries 0.31; number 52, H, carries 0.22; number 53, H, carries 0.38; number 54, H, carries -0.03; number 55, H, carries 0.29; number 56, H, carries 0.22; number 57, H, carries 0.24; number 58, H, carries 0.18; number 59, H, carries 0.09; number 60, O, carries -0.54; number 61, C, carries 0.87; number 62, O, carries -0.39; number 63, C, carries 0.71; number 64, C, carries -1.29; number 65, C, carries -1.06; number 66, H, carries -0.09; number 67, H, carries -0.27; number 68, H, carries 0.33; number 69, H, carries 0.38; number 70, H, carries 0.32; number 71, H, carries 0.28; number 72, H, carries 0.31; number 73, H, carries 0.30; number 74, O, carries -0.63; number 75, C, carries 0.85; number 76, O, carries -0.33; number 77, C, carries -0.35; number 78, C, carries -0.83; number 79, C, carries -1.10; number 80, H, carries 0.27; number 81, H, carries 0.36; number 82, H, carries 0.22; number 83, H, carries 0.28; number 84, H, carries 0.36; number 85, H, carries 0.30; number 86, H, carries 0.32; number 87, H, carries 0.34; number 88, O, carries -0.57; number 89, C, carries 0.80; number 90, O, carries -0.32; number 91, C, carries -0.30; number 92, C, carries -1.02; number 93, C, carries -1.06; number 94, H, carries 0.34; number 95, H, carries 0.28; number 96, H, carries 0.27; number 97, H, carries 0.37; number 98, H, carries 0.30; number 99, H, carries 0.27